C31H34N4P2SSeV | ωB97M-V/def2-TZVPD

```
74
C31H34N4P2SSeV (ωB97M-V/def2-TZVPD)
V 0.0342 0.7525 -0.3361
C -2.6613 -3.4289 4.5534
H -1.2856 5.2029 -3.7571
H 6.0663 -1.1128 -2.0345
C 4.7208 -2.2332 -0.8029
H -4.2903 -3.0624 -0.2104
C -0.1346 2.1394 -2.8191
N -1.4313 -0.0837 -0.8270
H 2.4998 -1.6137 2.8639
H -0.5310 3.8355 -5.7487
H -1.9757 2.4068 4.1510
C 1.6620 -0.9393 2.6892
C -2.1438 3.8292 2.5634
C -3.1383 -3.3991 2.1189
C -1.0727 1.6869 2.3479
H 0.7956 -1.2748 3.2585
C 2.9578 2.3981 1.1045
C -0.4719 3.2008 -3.7006
S -3.5805 -1.1321 -2.2025
N -3.4790 -4.3263 1.1974
H 2.2908 3.6890 -1.6217
H -1.6396 -3.6402 4.8750
H -2.2057 5.0488 0.8133
H 0.7374 0.1696 -2.6504
C -1.7446 2.6205 3.1191
P 1.1925 -0.9629 0.9113
H 1.9265 0.0630 3.0199
H -2.7902 -2.3525 4.4426
C -0.8020 1.9435 1.0140
H -3.7140 -6.4530 1.2430
H -0.4233 -2.6915 1.1572
C -2.3625 -0.5238 -1.4128
H 2.5606 3.4099 1.1989
C 3.5601 -2.2020 -0.0490
H -3.3520 -3.7981 5.3106
H 0.5010 1.7641 -6.6155
C 0.3326 1.8868 -5.5571
H 2.6728 1.8217 1.9835
H 3.2302 -3.1061 0.4387
P 2.2406 1.6226 -0.3922
C -1.8787 4.1132 1.2403
C 2.8197 -1.0303 0.0622
H 0.6018 -3.0174 -0.2544
C 0.4696 0.9774 -3.3340
C -3.8230 -4.0452 -0.1667
C 5.1674 -1.0867 -1.4379
H 1.2098 -3.3576 1.3964
H -2.6799 4.5445 3.1651
C -1.0389 4.3638 -3.1231
H 4.8236 0.9824 -1.8138
H 4.0454 2.4381 1.0205
H -2.9346 -4.0384 -0.8022
C -1.2747 4.4129 -1.7760
C -3.1509 -5.3897 3.0902
C -0.2409 3.0377 -5.0796
H 2.7824 2.3363 -2.6648
Se -2.9150 -1.6077 1.8257
C 0.6026 -2.6889 0.7858
H 3.9211 3.0144 -1.4599
C 4.4605 0.0971 -1.3114
H -0.7884 0.7365 2.7887
H 1.1724 -0.0326 -5.0662
C -0.9549 3.3022 -0.9661
C 2.8790 2.7703 -1.6683
H -3.0469 -6.1029 3.8832
H -1.7075 5.2955 -1.3297
H 5.2740 -3.1543 -0.9038
C 3.2861 0.1344 -0.5666
N -2.9473 -4.0488 3.2899
H -4.5185 -4.7969 -0.5321
C -1.2143 3.1693 0.4542
N -0.3814 2.2174 -1.4925
C 0.7066 0.8603 -4.6790
C -3.4776 -5.5616 1.7883
```

⟨S²⟩   2.0245
2S+1   3
Energy relative to the best compared isomer or geometry (same formula, charge and spin)   243.2 kJ/mol
Gap between HOMO and LUMO (spin up / spin down)   5.9681 / 6.0015 eV
Net charge   +1